Computed, not measured: a gas-phase ion, C7H15N2O (charge +1), with ωB97M-V with the def2-TZVPD basis set.

The geometry in XYZ format:
```
25
Properties=species:S:1:pos:R:3:forces:R:3:mulliken_charge:R:1
C 1.1258 -0.4033 2.1695 -0.416 3.182 -1.041 0.58
C -0.2304 -1.2093 0.3441 -0.334 -0.150 0.449 -0.57
C 0.1564 1.2402 0.1485 0.548 -0.836 1.403 0.54
C 1.1827 2.1809 -0.3818 0.043 -0.136 -0.027 -1.37
C -1.1927 1.7933 0.4646 0.068 -0.159 -0.067 -1.46
C 0.8910 -2.7872 1.8923 0.100 -0.438 0.127 -1.01
C -0.6456 -0.1287 -1.7903 -0.353 0.036 -0.611 -0.92
N 0.6659 -1.3954 1.4722 -0.032 -1.002 -0.432 -0.05
N 0.1654 -0.0847 -0.5473 0.413 0.045 0.035 0.01
O 1.7452 -0.0335 3.0917 -0.136 -0.878 -0.104 -0.38
H -0.2310 -2.1400 -0.2320 0.038 0.212 0.048 0.49
H -1.2514 -1.0076 0.6934 0.216 0.000 -0.194 0.29
H 2.1042 1.6689 -0.6618 0.099 0.035 0.009 0.37
H 1.4356 2.9138 0.3813 0.018 0.026 0.045 0.41
H 0.8216 2.7416 -1.2509 -0.028 0.035 -0.096 0.35
H -1.8678 1.0538 0.8886 -0.124 -0.004 0.067 0.31
H -1.6746 2.2413 -0.4120 -0.032 0.016 -0.065 0.35
H -1.0760 2.5891 1.1968 0.005 0.006 0.057 0.44
H 1.4655 -2.7885 2.8156 -0.012 0.066 -0.034 0.39
H -0.0621 -3.2837 2.0739 0.019 0.011 -0.005 0.35
H 1.4504 -3.3228 1.1250 -0.039 0.008 0.018 0.35
H -1.6998 -0.0282 -1.5448 0.037 0.008 0.105 0.42
H -0.3515 0.6994 -2.4313 0.036 0.020 0.085 0.34
H -0.4890 -1.0631 -2.3273 0.078 -0.027 0.113 0.38
H 1.1480 -0.2231 -0.8147 -0.211 -0.077 0.115 0.42
```
Forces are in eV/Å.

Its LUMO energy (alpha / beta) is -3.2 / -3.8 eV. The relative energy (zero: lowest compared OMol25 entry of this formula, charge and spin) comes out at 97.1 kcal per mole. For the largest force on an atom, the calculation gives 3.374 eV/Å. The HOMO-LUMO gap (alpha / beta) is 8.76 / 7.41 eV. As for the total charge: +1. The HOMO energy (alpha / beta) comes out at -11.989 / -11.177 eV.

=====

Computed, not measured: a molecular structure, C33H57N4OP2SZn, with ωB97M-V with the def2-TZVPD basis set.

The geometry in XYZ format:
```
99
Properties=species:S:1:pos:R:3:forces:R:3:mulliken_charge:R:1
C 1.9391 2.4080 -0.5398 0.702 1.265 -0.321 -0.06
C -0.3647 2.4628 -1.0750 -1.531 -1.275 -0.448 0.20
C 2.1187 3.7278 -0.9390 0.871 -1.224 0.599 -0.92
C -0.2354 3.8554 -1.3602 1.009 1.118 -0.028 -1.40
C 0.9964 4.4787 -1.2909 -1.437 -0.043 -0.222 -0.93
H 3.1247 4.1383 -0.9299 -0.210 0.051 -0.063 0.51
H -1.1291 4.3935 -1.6752 0.312 -0.099 0.091 0.48
H 1.1134 5.5385 -1.5228 -0.170 -0.291 0.012 0.38
N 0.7310 1.8327 -0.4965 -0.410 -0.815 0.268 1.04
P 2.8806 0.1820 0.9432 1.085 0.432 -0.531 1.29
P -2.4466 0.3045 -1.3855 -0.653 -1.087 0.886 0.38
C 3.1949 1.5863 -0.2132 -0.051 0.039 -0.378 -1.53
H 3.5970 1.1811 -1.1533 -0.242 0.114 0.206 0.64
H 3.9736 2.2542 0.1830 -0.274 -0.246 -0.161 0.38
C -1.5858 1.8341 -1.4708 0.115 2.126 1.179 -0.78
H -2.3161 2.6128 -1.7476 0.502 -0.022 -0.043 0.31
C -3.2974 0.2917 -3.1461 0.045 0.086 0.978 2.18
C -3.8330 0.3653 0.0111 0.414 0.495 -1.022 2.19
C 3.9168 -1.3297 0.4054 0.248 0.226 0.394 2.15
C 3.4459 1.0479 2.5455 -0.098 -0.635 -0.059 1.93
C -3.1787 -1.1634 -3.6186 -0.121 0.068 -0.165 -1.57
H -3.8149 -1.8419 -3.0318 0.219 0.185 -0.088 0.34
H -3.4878 -1.2319 -4.6717 0.006 -0.085 0.113 0.50
H -2.1412 -1.5133 -3.5410 -0.277 0.009 0.038 0.05
C -4.7608 0.7325 -3.1680 -0.062 -0.048 -0.420 -1.99
H -5.4110 0.1159 -2.5376 0.175 0.226 -0.170 0.34
H -4.8719 1.7867 -2.8915 0.029 -0.227 -0.041 0.35
H -5.1222 0.6308 -4.2027 -0.043 0.035 0.141 0.52
C -2.5033 1.2083 -4.0771 -0.066 -0.122 -0.177 -1.84
H -2.8279 1.0404 -5.1141 -0.007 0.010 0.104 0.62
H -2.6504 2.2684 -3.8473 0.075 -0.248 -0.021 0.35
H -1.4340 0.9901 -4.0172 -0.222 0.278 -0.015 0.16
C -4.6463 -0.9401 -0.0810 0.017 0.168 0.101 -1.69
H -3.9883 -1.8195 -0.0263 -0.069 0.206 -0.103 0.10
H -5.3395 -0.9869 0.7742 0.064 -0.008 -0.176 0.52
H -5.2474 -1.0156 -0.9969 0.213 0.003 0.303 0.23
C -3.0917 0.3811 1.3524 -0.082 -0.166 0.047 -1.75
H -2.3854 -0.4553 1.4245 -0.162 0.181 -0.060 -0.21
H -2.5498 1.3198 1.5175 -0.096 -0.092 -0.141 0.33
H -3.8242 0.2705 2.1722 0.168 0.098 -0.184 0.67
C -4.7221 1.6102 -0.0416 -0.323 -0.101 0.291 -1.81
H -5.3622 1.6608 -0.9287 0.210 -0.049 0.322 0.31
H -5.3824 1.5860 0.8403 0.026 0.175 -0.159 0.54
H -4.1242 2.5303 0.0170 -0.085 -0.228 -0.052 0.31
C 3.0936 0.1218 3.7201 0.260 0.119 0.223 -1.67
H 3.4130 0.6156 4.6513 -0.166 -0.255 -0.137 0.58
H 2.0099 -0.0464 3.7822 0.278 0.092 0.094 0.25
H 3.6113 -0.8493 3.6626 -0.142 0.281 0.002 0.18
C 2.6601 2.3641 2.6816 0.042 -0.069 -0.056 -1.63
H 2.9468 3.0939 1.9152 -0.175 -0.168 0.169 0.32
H 1.5793 2.2040 2.6376 0.173 0.225 -0.030 0.22
H 2.9058 2.8025 3.6592 -0.111 -0.121 -0.179 0.63
C 4.9446 1.3979 2.5688 0.127 -0.067 0.247 -1.54
H 5.1057 2.1001 3.4015 -0.032 -0.155 -0.217 0.50
H 5.5882 0.5309 2.7546 -0.228 0.258 -0.083 0.39
H 5.2850 1.9015 1.6558 -0.085 -0.139 0.203 0.24
C 4.2118 -1.2404 -1.0985 -0.010 -0.072 -0.092 -1.93
H 4.9247 -0.4379 -1.3401 -0.251 -0.232 0.093 0.36
H 4.6683 -2.1903 -1.4245 -0.161 0.265 0.125 0.61
H 3.2947 -1.0977 -1.6887 0.256 0.029 0.216 -0.03
C 3.0786 -2.5977 0.6734 -0.040 0.139 -0.232 -1.42
H 2.1146 -2.5870 0.1434 0.353 0.001 0.160 -0.01
H 3.6472 -3.4702 0.3205 -0.119 0.165 0.170 0.60
H 2.8709 -2.7384 1.7435 0.084 0.016 -0.163 0.23
C 5.2411 -1.4571 1.1648 0.286 -0.255 -0.144 -2.00
H 5.9283 -0.6300 0.9450 -0.212 -0.194 0.111 0.38
H 5.1025 -1.5470 2.2506 0.046 0.077 -0.303 0.33
H 5.7328 -2.3838 0.8291 -0.075 0.219 0.097 0.54
Zn 0.6563 -0.1438 0.1984 -0.265 0.766 -0.013 0.79
C 0.0698 0.4032 2.2872 -2.847 1.453 3.583 -0.19
O -0.5100 0.6573 3.2520 1.898 -0.797 -2.869 -0.35
N 0.2001 -0.4844 -1.7343 -0.226 -0.387 -4.646 0.87
C 0.0919 -0.4838 -2.9086 2.871 -1.723 2.635 -0.78
C 0.6858 -1.0474 -4.2367 -0.756 0.471 -0.333 2.45
C 0.1302 -0.3194 -5.4481 -0.237 0.111 -0.508 -1.98
C 2.2032 -0.8766 -4.2357 0.500 0.219 0.455 -1.81
C 0.3381 -2.5328 -4.3157 -0.320 -0.406 0.320 -1.67
H -0.9505 -0.4719 -5.5473 0.269 0.181 0.040 0.28
H 0.3648 0.7488 -5.3996 -0.198 -0.108 -0.034 0.45
H 0.5966 -0.7099 -6.3608 -0.015 -0.034 0.242 0.52
H 2.6929 -1.5676 -3.5404 -0.189 0.173 -0.065 0.39
H 2.6062 -1.1026 -5.2329 -0.310 0.066 0.199 0.52
H 2.4901 0.1526 -3.9835 -0.015 -0.211 -0.047 0.38
H 0.8800 -3.0104 -5.1423 -0.045 0.297 0.128 0.44
H 0.6153 -3.0500 -3.3880 -0.080 0.076 -0.201 0.27
H -0.7336 -2.6777 -4.4956 0.258 -0.031 0.082 0.48
C -2.8501 -3.4401 2.2996 -0.365 -0.182 -0.037 -0.82
N -1.5913 -3.1146 2.9651 0.169 0.479 -0.132 0.19
C -1.3334 -3.2397 4.3211 0.544 0.054 -0.189 -0.46
C -0.0799 -2.7704 4.5417 -0.445 0.056 -0.234 -0.46
N 0.3922 -2.3186 3.3155 -0.180 -0.201 -0.296 0.20
C -0.5434 -2.5239 2.3430 0.210 -0.124 0.486 -0.05
S -0.5184 -2.1393 0.6812 -0.188 -0.591 0.092 -0.40
H -3.5164 -2.5666 2.2514 0.341 -0.195 0.012 0.30
H -2.6408 -3.7892 1.2815 -0.064 0.103 0.341 0.31
H -3.3517 -4.2336 2.8658 0.209 0.183 -0.150 0.40
H -2.0668 -3.6553 4.9862 0.054 -0.067 0.085 0.47
H 0.5051 -2.7083 5.4418 -0.043 0.017 -0.018 0.48
H 1.3096 -1.9103 3.1504 -0.445 -0.286 -0.027 -0.15
```
Forces are in eV/Å.

Its LUMO energy is -2.4 eV. The relative energy (zero: lowest compared OMol25 entry of this formula, charge and spin) comes out at 5.7 kcal per mole. For the largest force on an atom, the calculation gives 4.802 eV/Å. The HOMO-LUMO gap is 5.85 eV. As for the total charge: +1. The HOMO energy comes out at -8.234 eV.